DFT (the ωB97M-V functional and the def2-TZVPD basis) results for a structure of composition C20H18CoN5O2.

Output
* ΔE to the lowest compared entry with this formula, charge and spin: 0.0 kJ/mol
* total energy: -70200.79318 eV
* lowest unoccupied orbital energy (alpha / beta): -3.77 / -3.78 eV
* M: 419.330 g mol⁻¹
* HOMO energy (alpha / beta): -11.1 / -11.1 eV
* charge: +1
* multiplicity: 2

Last column: Mulliken spin population.
Positions of all 46 atoms, in Å:
1 Co 0.25175 0.26493 -0.29872  1.044
2 C 0.36134 -1.79416 -3.91516  0.000
3 C 0.63478 -0.97711 -2.70384  -0.017
4 N -0.26474 -0.53292 -1.90240  -0.002
5 N -1.59788 -0.76930 -2.06817  -0.007
6 C -2.22584 -0.27398 -1.02180  -0.006
7 O -1.60478 0.31460 -0.04085  0.028
8 C -3.69252 -0.38631 -0.95121  -0.009
9 C -4.39823 -1.06561 -1.94366  0.000
10 C -5.77611 -1.16371 -1.86542  0.000
11 C -6.45608 -0.58512 -0.80134  0.000
12 C -5.75696 0.09338 0.18722  0.000
13 C -4.37779 0.19248 0.11414  0.000
14 C 1.98912 -0.54109 -2.31082  -0.011
15 C 3.11393 -0.76849 -3.08017  0.002
16 C 4.32224 -0.20374 -2.69541  -0.001
17 C 4.36192 0.59442 -1.56797  0.000
18 C 3.20051 0.75888 -0.83117  -0.004
19 N 2.04808 0.17748 -1.16027  0.005
20 H -0.70883 -1.93428 -4.02888  0.000
21 H 0.84508 -2.76949 -3.83226  0.000
22 H 0.75576 -1.29955 -4.80453  0.000
23 H -3.85907 -1.51156 -2.76709  0.000
24 H -6.32299 -1.69191 -2.63470  0.000
25 H -7.53371 -0.66329 -0.74328  0.000
26 H -6.28814 0.54572 1.01380  0.000
27 H -3.82457 0.72216 0.87662  0.001
28 H 3.03913 -1.36390 -3.97851  0.000
29 H 5.21387 -0.36962 -3.28453  0.000
30 H 5.27151 1.08090 -1.24836  0.000
31 H 3.19611 1.37698 0.05556  -0.002
32 N 3.79591 0.81113 5.23038  0.000
33 C 3.43369 0.36575 4.00796  0.000
34 O 4.14364 -0.33549 3.31530  0.000
35 C 2.06903 0.77250 3.50942  0.002
36 C 1.05438 1.33817 4.26579  0.000
37 C -0.15297 1.63319 3.65171  -0.001
38 C -0.31083 1.36175 2.30834  -0.009
39 N 0.66937 0.81285 1.56730  0.011
40 C 1.82135 0.51567 2.17167  -0.017
41 H 4.71930 0.57546 5.55517  0.000
42 H 3.28262 1.51360 5.72934  0.000
43 H 1.17634 1.53078 5.32391  0.000
44 H -0.97273 2.06441 4.20748  0.000
45 H -1.23590 1.56577 1.78933  0.000
46 H 2.58990 0.01770 1.60008  -0.005